Density functional theory data (ωB97M-V/def2-TZVPD) for a molecular structure, C33H34BCuF4GeN3O5PSSe at a distorted geometry.

ORCA input file:
```
! wB97M-V def2-TZVPD RIJCOSX def2/J DEFGRID3
* xyz -1 2
Cu 1.155 -0.432 -1.056
O 4.720 -0.660 -0.330
C 3.904 -0.009 -0.964
O 2.913 -0.554 -1.632
C 4.025 1.510 -0.906
C 5.344 2.017 -0.838
C 5.557 3.372 -0.938
C 4.451 4.219 -0.966
C 3.190 3.736 -1.171
C 2.942 2.360 -1.153
P 1.238 1.722 -1.194
C 0.528 2.605 0.156
C 1.136 2.457 1.408
C 0.845 3.389 2.410
C -0.116 4.341 2.173
C -0.848 4.389 0.965
C -0.509 3.499 -0.046
C 0.551 2.282 -2.727
C -0.820 2.089 -3.097
C -1.339 2.742 -4.193
C -0.555 3.736 -4.840
C 0.830 3.745 -4.620
C 1.396 2.927 -3.630
H 6.071 1.263 -0.837
H 6.543 3.816 -0.966
H 4.542 5.310 -0.896
H 2.325 4.394 -1.186
H 1.877 1.690 1.539
H 1.338 3.367 3.390
H -0.311 5.075 2.929
H -1.597 5.184 0.835
H -1.000 3.624 -1.023
H -1.459 1.430 -2.496
H -2.340 2.490 -4.489
H -1.043 4.443 -5.490
H 1.505 4.420 -5.166
H 2.484 2.943 -3.535
O -8.138 -0.468 -4.637
S -7.120 -1.403 -4.157
O -5.791 -1.182 -4.700
O -7.710 -2.722 -3.910
C -6.605 -1.077 -2.410
N -7.456 -0.561 -1.549
C -6.913 -0.289 -0.362
C -5.632 -0.596 -0.034
C -4.833 -1.210 -1.020
N -5.319 -1.450 -2.234
C -3.404 -1.362 -0.883
C -2.748 -0.871 0.237
C -1.369 -0.637 0.173
N -0.662 -0.973 -0.896
C -1.258 -1.724 -1.889
C -2.632 -1.790 -1.999
H -7.590 0.254 0.305
H -5.260 -0.096 0.827
H -3.275 -0.501 1.076
H -0.892 -0.040 0.938
H -0.579 -2.288 -2.532
H -3.160 -2.068 -2.862
C 1.872 -4.818 3.746
Ge 0.933 -3.146 4.139
C -0.763 -3.062 3.070
C 0.454 -3.004 6.115
C 1.962 -1.420 3.845
Se 3.058 -1.140 2.264
C 4.237 -2.654 2.166
H 2.822 -4.664 3.177
H 1.259 -5.309 2.983
H 2.040 -5.430 4.639
H -1.563 -2.978 3.795
H -0.957 -3.854 2.387
H -0.754 -2.154 2.467
H -0.640 -3.185 6.258
H 0.726 -2.035 6.521
H 1.011 -3.713 6.764
H 2.561 -1.188 4.765
H 1.302 -0.534 3.768
H 3.752 -3.342 1.478
H 4.490 -3.089 3.172
H 5.140 -2.254 1.666
F 1.974 -4.929 -0.643
B 1.203 -3.816 -0.424
F 1.598 -2.805 -1.326
F 1.327 -3.326 0.893
F -0.168 -4.032 -0.584
*
```

Values from the calculation:
* LUMO (alpha / beta): 0.038 / -0.080 Eh
* HOMO energy (alpha / beta): -4.85 / -4.83 eV
* Kohn-Sham gap (alpha / beta): 5.89 / 2.64 eV

***

Density functional theory data (ωB97M-V/def2-TZVPD) for a molecular structure, C4H9I2N2 at a distorted geometry.

ORCA input file:
```
! wB97M-V def2-TZVPD RIJCOSX def2/J DEFGRID3
* xyz 1 3
C -3.022 -0.490 -0.146
C -1.969 0.422 -0.713
C 2.209 0.271 -0.082
C 3.205 -0.167 0.897
N 0.942 0.422 0.082
N -1.070 0.157 -1.520
I -2.156 -1.227 1.749
I -4.946 0.489 0.183
H -3.345 -1.365 -0.751
H -2.024 1.539 -0.371
H 2.551 0.586 -1.065
H 2.929 0.406 1.779
H 4.289 0.019 0.571
H 2.977 -1.336 1.081
H 0.376 0.376 1.012
H -1.275 -0.763 -2.017
H 0.328 0.659 -0.689
*
```

Values from the calculation:
* LUMO (alpha / beta): -0.159 / -0.266 Eh
* HOMO energy (alpha / beta): -9.64 / -12.65 eV
* Kohn-Sham gap (alpha / beta): 5.33 / 5.40 eV

***

Density functional theory data (ωB97M-V/def2-TZVPD) for 2 unconnected molecules or ions with the total composition C3H2Cl2O2 at a distorted geometry.

ORCA input file:
```
! wB97M-V def2-TZVPD RIJCOSX def2/J DEFGRID3
* xyz 0 1
C 1.433 -0.942 0.473
C 2.413 -1.732 0.198
C 2.344 0.447 -3.088
O 0.669 -0.138 0.798
O 1.754 1.420 -3.199
Cl 3.899 0.245 -2.371
Cl 1.752 -1.074 -3.739
H 3.277 -1.590 0.735
H 2.435 -2.449 -0.692
*
```

Values from the calculation:
* SMILES: O=C(Cl)Cl.C=C=O
* LUMO: 0.013 Eh
* HOMO energy: -9.49 eV
* Kohn-Sham gap: 9.84 eV